1.
Below is C31H41CrN4O2SSe2 as an isolated structure, with properties calculated with wB97M-V/def2-TZVPD.

Structure (XYZ):
```
82
Properties=species:S:1:pos:R:3
Se -2.866 0.103 1.596
Se -2.149 -3.025 2.261
Cr -0.661 -1.063 1.237
S -0.935 -2.331 -0.794
O -0.304 0.473 2.719
O 0.984 1.307 -1.501
N 0.774 2.368 1.832
N -0.650 -0.644 -2.908
N 0.265 0.593 0.572
N 0.327 -2.710 -3.039
C 0.072 6.373 0.205
C 0.369 -5.726 3.294
C 4.942 2.776 1.283
C 0.420 3.995 0.048
C 1.212 2.763 0.481
C -3.393 1.628 0.521
C 0.750 -3.336 3.988
C 0.820 5.246 0.509
C -2.815 0.466 -3.259
C 0.661 -2.673 -4.468
C 0.745 -4.308 2.973
C -1.474 5.021 -1.035
C 3.243 3.488 -0.792
C 1.120 -2.035 3.731
C 0.818 1.490 -0.326
C -0.731 3.891 -0.725
C 0.230 1.161 1.802
C 4.610 3.661 -0.924
C 5.462 3.310 0.117
C -1.555 0.381 -2.407
C 3.571 2.595 1.418
C 2.082 -2.193 -4.731
C 2.717 2.960 0.385
C -1.075 6.263 -0.569
C -2.282 -4.587 1.105
C 1.520 -1.661 2.438
C -4.001 -2.405 1.950
C 1.088 -3.921 1.688
C 1.482 -2.604 1.411
C -0.375 -1.812 -2.364
C -4.072 -1.285 0.929
H -2.360 4.934 -1.652
H -5.081 -0.879 0.849
H -1.032 2.925 -1.108
H 0.391 7.341 0.565
H 0.803 2.979 2.633
H 5.010 4.078 -1.838
H 5.601 2.500 2.095
H 1.901 -2.361 0.442
H -4.388 -2.090 2.916
H 1.147 -1.308 4.531
H 2.273 -2.211 -5.803
H -2.700 -4.297 0.145
H -2.925 -5.296 1.620
H 0.884 -6.065 4.192
H -1.009 1.322 -2.419
H 0.617 -6.403 2.479
H -1.289 -5.003 0.970
H -2.562 0.678 -4.298
H 2.577 3.760 -1.600
H 0.526 -3.684 -4.849
H -1.648 7.146 -0.816
H -3.458 1.274 -2.909
H 1.117 -4.658 0.893
H 1.728 5.342 1.093
H 2.007 -0.709 2.280
H 0.476 -3.626 4.995
H -3.723 -1.605 -0.052
H -0.703 -5.802 3.495
H 3.178 2.177 2.336
H -3.378 -0.467 -3.229
H -4.380 1.916 0.874
H -2.684 2.429 0.718
H -0.221 -0.437 -3.798
H 2.238 -1.176 -4.369
H 2.809 -2.844 -4.248
H -3.412 1.387 -0.537
H 6.528 3.459 0.015
H -0.067 -2.044 -4.980
H 0.609 -3.529 -2.525
H -4.559 -3.279 1.618
H -1.786 0.133 -1.373
```

## Properties
Energy relative to the best compared isomer or geometry (same formula, charge and spin) in kJ/mol: 18.7
Spin multiplicity: 4
Molar mass in g/mol: 743.68
⟨S²⟩: 3.849
Frontier orbital gap (spin up / spin down) in Ha: 0.2277 / 0.2742
LUMO level (spin up / spin down) in eV: -7.19 / -5.93
Total charge: +2


2.
Below is C31H41MgN2OPSSeSi as an isolated structure, with properties calculated with wB97M-V/def2-TZVPD.

Structure (XYZ):
```
80
Properties=species:S:1:pos:R:3
Se 1.277 1.274 4.710
S 0.755 3.693 -0.111
P -1.279 0.051 0.917
Si 2.553 -3.166 -0.151
Mg 1.240 0.179 0.179
O -0.547 0.790 -3.669
N 0.485 0.825 -1.701
N 1.907 0.980 1.900
C -2.645 -0.582 -2.960
C 1.658 1.075 3.041
C 3.688 1.546 -3.680
C -2.563 1.089 1.709
C 1.719 -4.864 -0.489
C 1.401 1.510 -2.604
C -4.350 2.909 2.812
C 1.188 -1.901 0.082
C 0.716 4.495 1.508
C -1.721 -3.843 2.228
C -3.880 -1.147 -2.717
C -0.951 -2.480 4.042
C -1.417 -1.480 1.897
C -0.558 0.480 -2.351
C 2.858 1.042 -2.495
C -1.760 -2.734 1.401
C 0.754 1.260 -3.983
C 3.544 -3.227 1.478
C -3.493 -0.913 -0.376
C -2.227 -0.371 -0.596
C -1.306 -3.723 3.544
C -4.317 -1.307 -1.411
C -1.797 -0.175 -1.917
C -2.626 2.396 1.233
C -3.516 3.302 1.776
C 3.791 -2.765 -1.557
C -0.361 4.814 -1.022
C -1.005 -1.368 3.224
C 3.496 1.552 -1.208
C -3.404 0.698 2.743
C -4.291 1.610 3.289
H -0.699 4.287 -1.908
H -3.360 -0.312 3.128
H 0.793 -2.116 1.076
H 3.677 2.634 -3.719
H -2.315 -0.448 -3.978
H -4.940 1.306 4.096
H -4.505 -1.451 -3.543
H 0.167 5.719 -1.310
H -3.831 -1.018 0.646
H -5.283 -1.742 -1.198
H 1.369 2.579 -2.349
H 3.331 1.166 -4.633
H -1.251 -4.595 4.177
H -1.957 2.682 0.430
H -0.300 4.472 1.890
H 1.077 5.517 1.418
H -2.033 -2.857 0.362
H 2.970 1.163 -0.337
H 2.861 -0.054 -2.482
H -0.631 -2.367 5.068
H 3.475 2.640 -1.169
H 1.363 3.918 2.162
H 2.875 -3.157 2.331
H 0.367 -2.131 -0.603
H 0.663 2.151 -4.604
H 4.122 -4.139 1.578
H 3.301 -2.587 -2.508
H -0.712 -0.399 3.609
H 4.533 1.228 -1.158
H 4.721 1.223 -3.565
H 1.262 0.472 -4.551
H -1.213 5.066 -0.397
H -5.041 3.618 3.244
H 2.431 -5.650 -0.722
H 1.018 -4.799 -1.319
H -2.018 -4.806 1.836
H 4.229 -2.387 1.532
H 4.484 -3.585 -1.702
H 4.381 -1.887 -1.316
H 1.150 -5.187 0.380
H -3.550 4.314 1.395
```

## Properties
Spin multiplicity: 1
Molar mass in g/mol: 652.07
Frontier orbital gap in Ha: 0.2634
LUMO level in eV: -0.31
Total charge: 0


3.
Below is C31H42AsAuFN4O4P as an isolated structure, with properties calculated with wB97M-V/def2-TZVPD.

Structure (XYZ):
```
85
Properties=species:S:1:pos:R:3
Au 1.301 -2.205 -0.482
As -2.486 0.319 -0.728
P 2.577 -0.718 -1.686
F -0.991 -0.479 -0.415
O -1.208 -4.051 0.043
O 2.023 -0.355 -3.118
O 4.049 -1.189 -1.985
O 2.599 0.674 -0.963
N 1.246 -1.439 2.072
N 1.381 0.689 3.265
N 2.067 -1.363 4.359
N -0.282 -0.956 3.916
C 3.293 1.841 -1.518
C -4.858 -0.349 -2.094
C -3.917 -1.394 1.018
C -1.187 4.778 -0.829
C -4.214 0.515 3.027
C 5.290 -1.213 0.139
C -3.431 -0.094 0.848
C -2.899 3.100 -0.664
C 2.194 -2.009 3.066
C -5.078 -0.403 -4.491
C -1.909 2.121 -0.737
C -0.211 -3.547 -0.022
C 3.090 -1.250 -5.125
C -4.698 -0.775 3.202
C 0.019 0.473 3.763
C -0.122 -1.605 2.628
C 4.823 -2.009 -1.055
C -3.732 -0.085 -4.650
C 2.325 0.071 4.209
C 1.933 -1.372 -4.166
C -3.570 0.864 1.850
C 0.698 -1.535 4.851
C -0.566 2.453 -0.878
C -2.527 4.434 -0.690
C -3.517 -0.004 -2.271
C -0.213 3.795 -0.925
C -2.938 0.117 -3.537
C -4.556 -1.728 2.199
C 1.513 0.022 1.984
C 3.590 2.778 -0.378
C -5.638 -0.527 -3.227
H -3.193 1.870 1.716
H -0.840 -1.183 1.920
H 0.825 4.074 -1.043
H 5.654 -2.373 -1.651
H -3.308 0.002 -5.641
H 3.211 -1.882 2.691
H -0.092 0.966 4.728
H 4.455 -0.706 0.629
H -0.688 0.908 3.051
H 5.751 -1.884 0.865
H -3.282 5.204 -0.612
H 1.890 -2.358 -3.698
H 2.527 0.168 1.607
H -6.686 -0.772 -3.118
H 6.025 -0.462 -0.149
H -4.941 -2.729 2.340
H 3.137 -0.244 -5.541
H 4.202 1.503 -2.016
H -1.892 0.376 -3.650
H 0.810 0.458 1.270
H 2.633 2.283 -2.265
H 0.197 1.685 -0.940
H -5.292 -0.449 -1.109
H -3.797 -2.142 0.241
H 2.677 3.055 0.151
H -5.190 -1.040 4.128
H -3.949 2.836 -0.592
H -0.905 5.821 -0.877
H 0.603 -1.035 5.814
H 0.983 -1.183 -4.659
H 0.489 -2.599 4.976
H 4.058 3.684 -0.763
H 2.221 0.554 5.180
H -0.317 -2.674 2.750
H 4.273 2.319 0.336
H 1.984 -3.075 3.173
H -5.699 -0.552 -5.364
H 2.956 -1.957 -5.944
H 4.207 -2.863 -0.761
H 3.342 0.219 3.844
H -4.333 1.250 3.811
H 4.036 -1.467 -4.631
```

## Properties
Energy relative to the best compared isomer or geometry (same formula, charge and spin) in kJ/mol: 0.0
Spin multiplicity: 1
Molar mass in g/mol: 856.56
Frontier orbital gap in Ha: 0.2701
LUMO level in eV: -5.87
Total charge: +2


- total charge of number 2 (C31H41MgN2OPSSeSi)?
  0


- What is the molar mass in the second record?
  652.07 g/mol